8 unconnected molecules or ions with the total composition C52H116N4O12 at a distorted geometry, computed with ωB97M-V/def2-TZVPD.

Geometry as XYZ:
```
184
Properties=species:S:1:pos:R:3:mulliken_charge:R:1
C -1.99782 -6.41658 -3.13475 -2.051
C -1.73369 -5.73589 -1.77624 1.873
C -1.32399 -4.27659 -2.07943 -1.914
C -3.02902 -5.71221 -0.96235 -1.673
C -2.81574 -5.23469 0.45179 1.345
C -1.77329 -6.13539 1.14427 -2.257
C -0.44902 -6.19880 0.36846 2.294
C 0.32887 -4.89587 0.64962 -1.331
C 0.25033 -7.44470 0.93712 -2.084
N -0.69582 -6.46811 -1.05284 0.326
O 0.47419 -6.60667 -1.82260 -0.486
H -1.06477 -6.52995 -3.68496 0.433
H -2.41867 -7.39848 -2.90152 0.473
H -2.70203 -5.94628 -3.82055 0.359
H -1.25091 -3.54845 -1.27473 0.221
H -0.34435 -4.30163 -2.57645 0.461
H -1.91820 -3.85696 -2.89714 0.487
H -3.72811 -5.01150 -1.43001 0.415
H -3.51737 -6.69036 -0.97366 0.452
H -2.47193 -4.19472 0.51806 -1.046
H -3.75276 -5.18514 1.01388 0.626
H -2.25741 -7.10424 1.28134 0.383
H -1.54870 -5.71097 2.12282 0.525
H 1.29908 -5.08340 1.11561 0.419
H -0.20276 -4.29831 1.38993 -0.018
H 0.46279 -4.32292 -0.26446 0.144
H 0.44688 -7.50543 2.00591 0.353
H 1.21105 -7.56146 0.42231 0.472
H -0.34247 -8.31886 0.65839 0.511
H 0.62330 -7.55891 -1.83979 0.359
C -2.73216 7.97938 -0.66314 -2.072
C -2.21330 6.60129 -1.09342 1.732
C -1.44114 5.95192 0.05321 -1.283
C -3.47284 5.76410 -1.42503 -1.620
C -3.10702 4.38471 -1.93328 0.692
C -2.27916 4.53617 -3.21920 -1.547
C -1.11302 5.55405 -3.18157 2.683
C 0.18913 4.82226 -2.73419 -1.818
C -0.89875 6.07332 -4.59576 -2.254
N -1.35807 6.68094 -2.26520 0.213
O -0.32312 7.60662 -2.17322 -0.478
H -3.33648 8.35109 -1.49447 0.470
H -3.35389 7.87049 0.22370 0.384
H -1.93803 8.70757 -0.50832 0.352
H -0.99872 5.01303 -0.27804 -0.129
H -0.60613 6.53649 0.44634 0.457
H -2.14394 5.77340 0.87210 0.370
H -4.13910 5.77164 -0.56008 0.502
H -4.02386 6.28231 -2.21577 0.406
H -2.53282 3.83666 -1.18044 -0.648
H -4.02356 3.80252 -2.05355 0.504
H -2.91537 4.73562 -4.08149 0.443
H -1.89037 3.52732 -3.38864 0.316
H 0.13144 4.27911 -1.78947 -0.348
H 0.94265 5.60983 -2.66879 0.376
H 0.54779 4.06896 -3.44017 0.727
H -1.80418 6.37054 -5.13824 0.469
H -0.35760 5.36620 -5.22229 0.354
H -0.42961 7.06283 -4.58866 0.377
H 0.36844 7.20987 -1.61091 0.353
C -7.48194 -3.79564 0.08693 -1.388
C -7.80079 -2.50379 0.88882 1.857
C -9.29748 -2.36157 1.20604 -1.918
C -7.08461 -2.58159 2.23892 -1.691
C -5.57099 -2.42680 2.17798 0.188
C -5.28091 -1.11864 1.48999 0.063
C -5.90802 -0.98648 0.10716 1.828
C -5.79760 0.48871 -0.29424 -1.938
C -5.18355 -1.81493 -0.97015 -1.164
N -7.35535 -1.29830 0.17969 0.189
O -7.97554 -1.20735 -1.09112 -0.474
H -6.40801 -3.94804 0.04927 -0.016
H -7.85221 -4.68175 0.61243 0.454
H -8.00739 -3.74605 -0.86392 0.379
H -9.57900 -1.32775 1.39559 0.431
H -9.97554 -2.73114 0.43126 0.353
H -9.50627 -3.01062 2.05907 0.411
H -7.48172 -2.00297 3.07716 0.270
H -7.23688 -3.60789 2.60388 0.677
H -5.20197 -2.64780 3.18617 0.577
H -5.12746 -3.32172 1.71786 -0.601
H -4.19142 -1.02428 1.36401 -0.996
H -5.44768 -0.30990 2.20689 0.507
H -4.77085 0.84852 -0.36913 0.096
H -6.33854 1.14601 0.39114 0.482
H -6.27856 0.62487 -1.26593 0.497
H -4.35251 -1.28532 -1.44299 0.306
H -5.81485 -2.21637 -1.75856 0.322
H -4.68724 -2.66956 -0.49461 -0.104
H -8.54576 -0.43980 -0.97612 0.366
C 1.13157 1.05063 2.81058 -1.472
C 1.23910 0.11681 1.58019 2.054
C 2.74417 -0.06870 1.35585 -0.834
C 0.62475 -1.26345 1.97601 -0.730
C -0.86784 -1.35896 1.73027 -0.833
C -1.26190 -0.80218 0.38769 -0.170
C -0.83068 0.64505 0.15077 3.103
C -1.18437 0.97374 -1.31012 -1.335
C -1.64917 1.61274 1.02918 -1.224
N 0.62485 0.66604 0.36493 0.355
O 1.12701 1.95731 0.08062 1.326
H 1.83461 0.85479 3.61888 0.355
H 1.35444 2.08350 2.52565 -0.088
H 0.10222 0.99759 3.16911 0.421
H 3.20707 0.81844 0.91590 -0.173
H 3.26016 -0.31961 2.27943 -0.112
H 2.96995 -0.87534 0.65083 -0.256
H 1.22887 -1.98427 1.41928 -0.130
H 0.78421 -1.37522 3.04899 0.379
H -1.20104 -2.40048 1.73862 0.428
H -1.37965 -0.85635 2.55589 0.526
H -2.35803 -0.85766 0.35727 -1.562
H -0.92668 -1.46483 -0.41471 0.017
H -0.73806 0.26421 -2.01108 0.153
H -0.83299 1.95754 -1.62155 -0.293
H -2.26611 0.85714 -1.37328 0.174
H -1.53974 1.35139 2.08656 0.445
H -2.71926 1.57340 0.83443 0.027
H -1.21806 2.61454 0.98529 -0.154
H 1.64207 1.83083 -0.73159 -0.390
C 3.40655 -3.17009 3.61081 -0.147
O 4.06171 -2.77943 4.80095 -0.481
C 4.18561 -1.37746 4.86696 0.127
C 4.82328 -1.02305 6.20390 -0.732
O 5.05320 0.37615 6.21851 -0.211
C 5.56101 0.75022 7.48084 -0.780
H 3.83584 -2.64054 2.75362 0.019
H 2.32207 -3.02636 3.59086 0.126
H 3.62468 -4.22901 3.46544 0.363
H 3.22602 -0.86775 4.73299 0.006
H 4.88205 -1.02802 4.09217 0.185
H 5.73913 -1.60125 6.35343 0.391
H 4.13386 -1.29717 7.01095 0.352
H 6.54136 0.31182 7.69332 0.300
H 4.84882 0.50037 8.27267 0.323
H 5.71384 1.83001 7.50524 0.233
C 4.85823 -4.72646 0.53560 -0.847
O 4.33092 -3.42270 0.41377 -0.067
C 4.06414 -3.02796 -0.94324 -0.306
C 5.27284 -2.36262 -1.53846 -0.344
O 6.28332 -3.27560 -1.86157 -0.373
C 7.25598 -2.74593 -2.73060 -0.770
H 5.95279 -4.71346 0.50328 0.252
H 4.54227 -5.40031 -0.26554 0.335
H 4.55764 -5.13205 1.50148 0.217
H 3.22283 -2.33372 -0.88354 -0.206
H 3.63006 -3.89348 -1.45337 0.573
H 5.57212 -1.63096 -0.77781 0.282
H 4.94103 -1.84576 -2.45159 0.338
H 6.80982 -2.49655 -3.70038 0.306
H 7.98295 -3.52957 -2.93486 0.277
H 7.75378 -1.87121 -2.30597 0.304
C 2.06855 5.20710 1.37162 -0.356
O 3.47282 5.25490 1.28466 -0.504
C 4.04100 3.97282 1.17980 0.478
C 5.55266 4.02395 1.16571 -0.851
O 6.03334 4.78170 0.06475 -0.232
C 7.16228 5.56224 0.36692 -0.825
H 1.68852 6.22741 1.39488 0.321
H 1.81474 4.83673 2.37642 0.286
H 1.60443 4.56148 0.62207 -0.027
H 3.64931 3.51078 0.26642 -0.339
H 3.79073 3.32477 2.02998 0.301
H 5.93625 3.01143 1.00618 0.344
H 5.88779 4.37764 2.14411 0.460
H 8.02475 4.96751 0.68851 0.323
H 6.97098 6.32442 1.12842 0.321
H 7.43836 6.07262 -0.55554 0.216
C 3.27459 4.99945 -4.92459 -0.763
O 3.36455 3.64426 -4.53192 -0.390
C 3.79485 3.44470 -3.18454 -0.220
C 3.74547 1.96441 -2.87756 -0.491
O 2.42315 1.47373 -2.91458 -0.285
C 2.30064 0.12180 -2.53688 -0.594
H 2.89957 5.61855 -4.10611 0.300
H 2.63667 5.01583 -5.80605 0.223
H 4.26567 5.36257 -5.22488 0.341
H 3.14774 4.00211 -2.50154 -0.041
H 4.82792 3.80442 -3.16455 0.494
H 4.00887 1.94524 -1.80504 0.177
H 4.47600 1.36343 -3.42177 0.542
H 2.54466 0.02595 -1.46425 0.179
H 3.04484 -0.48594 -3.05949 0.515
H 1.25293 -0.15557 -2.58444 0.023
```

Summary:
Spin multiplicity ... 1
LUMO energy ... 0.569 eV
Highest occupied orbital energy ... -7.898 eV
SMILES ... CC1(C)CCCC(C)(C)N1O.CC1(C)CCCC(C)(C)N1O.CC1(C)CCCC(C)(C)N1O.CC1(C)CCCC(C)(C)N1O.COCCOC.COCCOC.COCCOC.COCCOC
Relative energy (zero: lowest compared OMol25 entry of this formula, charge and spin) ... 2.2 kJ/mol
Orbital gap ... 8.47 eV

***

2 unconnected molecules or ions with the total composition C11H15N at a distorted geometry, computed with ωB97M-V/def2-TZVPD.

Geometry as XYZ:
```
27
Properties=species:S:1:pos:R:3:mulliken_charge:R:1
C -0.62452 0.98867 2.12936 -1.311
C -0.85769 0.07816 1.02986 0.446
C -2.10852 -0.48004 0.82264 -0.506
N -1.98148 -1.56948 0.03495 -0.051
C -0.65782 -1.84201 -0.30375 -0.057
C -0.11942 -2.81517 -1.18096 -0.667
C 1.19294 -2.79002 -1.43245 -0.619
C 1.89782 -1.65069 -1.00376 -0.419
C 1.39498 -0.69348 -0.22619 -0.386
C 0.11340 -0.79684 0.27387 0.653
H -1.01483 2.11627 2.08067 0.202
H 0.36484 1.06188 2.48915 0.406
H -1.05548 0.59767 3.12336 0.270
H -3.04853 -0.33778 1.31601 0.421
H -2.78978 -2.19733 -0.13247 0.245
H -0.93887 -3.51909 -1.52460 0.234
H 1.78027 -3.47061 -1.94972 0.476
H 2.94379 -1.75186 -1.27975 0.305
H 1.99283 0.18044 0.07372 0.355
C 1.00011 4.48991 0.45811 -0.733
C 0.58791 4.22045 -1.01692 -0.757
H 1.27111 3.60334 1.05594 0.173
H 1.89919 5.09850 0.36387 0.325
H 0.12672 4.94823 0.91494 0.235
H 0.57924 5.14808 -1.61352 0.295
H -0.41333 3.76340 -0.89210 0.219
H 1.25812 3.49142 -1.56900 0.246
```

Summary:
Spin multiplicity ... 1
LUMO energy ... 0.884 eV
Highest occupied orbital energy ... -7.757 eV
SMILES ... Cc1c[nH]c2ccccc12.CC
Relative energy (zero: lowest compared OMol25 entry of this formula, charge and spin) ... 171.2 kJ/mol
Orbital gap ... 8.64 eV

***

C4H7NO2 in the gas phase, computed with ωB97M-V/def2-TZVPD.

Geometry as XYZ:
```
14
Properties=species:S:1:pos:R:3:mulliken_charge:R:1
C -1.32910 -1.15167 -0.18432 -1.098
C -0.38094 0.01524 -0.10549 0.512
N -0.66154 1.13757 0.43638 -0.491
O -1.95096 1.16826 0.93661 -0.394
C 0.99594 -0.02694 -0.69438 0.098
C 2.12602 0.43504 0.10707 -0.399
O 1.90818 -0.95300 -0.11823 -0.420
H -2.22927 -0.87776 -0.74545 0.344
H -0.87622 -2.03082 -0.64986 0.330
H -1.67181 -1.43155 0.81783 0.301
H -1.99917 2.05124 1.32539 0.379
H 1.04383 0.05144 -1.78361 0.333
H 3.01025 0.86365 -0.36376 0.262
H 1.92063 0.79713 1.11276 0.244
```

Summary:
Spin multiplicity ... 1
LUMO energy ... 0.967 eV
Highest occupied orbital energy ... -9.858 eV
SMILES ... C/C(=N\O)[C@H]1CO1
Relative energy (zero: lowest compared OMol25 entry of this formula, charge and spin) ... 346.3 kJ/mol
Orbital gap ... 10.82 eV

***

CH4N2 in the gas phase at a distorted geometry, computed with ωB97M-V/def2-TZVPD.

Geometry as XYZ:
```
7
Properties=species:S:1:pos:R:3:mulliken_charge:R:1
H -1.34933 -1.13548 -0.07101 0.278
N -1.31341 -0.10327 -0.02670 -0.467
C -0.14879 0.37877 0.06498 0.011
N 1.15303 -0.27441 -0.04119 -0.655
H -0.07257 1.43784 0.01139 0.317
H 1.84686 0.25849 -0.70414 0.276
H 1.59043 -0.18971 0.84909 0.241
```

Summary:
Spin multiplicity ... 1
LUMO energy ... 0.973 eV
Highest occupied orbital energy ... -10.182 eV
SMILES ... [H]/N=C\N
Relative energy (zero: lowest compared OMol25 entry of this formula, charge and spin) ... 169.6 kJ/mol
Orbital gap ... 11.16 eV